[1]
A cluster of 4 separate species, C30H52N4O12P2S in total at a distorted geometry, computed with the ωB97M-V functional and the def2-TZVPD basis.

Structure (XYZ):
```
101
C30H52N4O12P2S | the Open Molecules 2025 dataset | the ωB97M-V functional and the def2-TZVPD basis
C -2.65765 -3.65065 0.22720
C -3.10737 -2.63756 1.42927
O -3.23459 -1.32862 0.80875
P -3.11625 -0.05152 1.92007
O -2.31022 -0.35283 3.18925
C -2.48262 1.43953 0.92709
C -1.09917 1.21298 0.18427
C 0.24133 1.25834 1.05803
C 0.01805 2.14183 2.36483
C 0.06665 1.60828 3.83701
C -0.15649 2.44717 5.11073
N -0.47600 3.82950 5.03396
C -0.57386 4.34585 3.71556
C -0.35221 3.67973 2.35091
C 0.52196 -0.28882 1.49965
O -0.18359 -1.30666 1.36259
N 1.88319 -0.31445 2.05815
C 2.65442 0.69505 1.23486
O 3.70475 -0.20713 0.66400
N 4.08154 -1.11531 1.61893
O 4.50064 -2.08190 1.04935
P 3.78087 1.78119 2.37306
N 3.24418 1.87252 3.87822
C 1.64753 1.42374 0.21383
C 1.35985 0.78799 -1.22936
C 2.64036 0.47817 -2.14696
C 2.78330 -1.12912 -2.39454
C 3.68929 -1.37756 -3.70144
S 2.65921 -1.50922 -5.25308
O 2.53551 -0.19976 -5.98057
O 1.31973 -2.14764 -5.02926
O 3.52858 -2.55735 -6.25976
C 1.86492 3.00938 0.04798
C 3.12749 3.45306 -0.83532
C 2.75135 3.80015 -2.37542
C 3.79211 3.50526 -3.52213
C 3.38870 3.80454 -5.01188
C 2.00740 4.37854 -5.43280
C 1.00234 4.70985 -4.30076
C 1.40467 4.41015 -2.82873
O -4.68974 0.43359 2.46221
C -5.52747 -0.72638 2.71638
C -7.04065 -0.14389 2.90929
H -1.50329 -3.71264 0.30882
H -2.84859 -3.17979 -0.82232
H -3.09498 -4.69701 0.34024
H -4.13244 -3.03835 1.77989
H -2.29213 -2.72214 2.21913
H -2.57946 2.35846 1.59124
H -3.28055 1.58299 0.09561
H -1.00273 2.04468 -0.61878
H -1.19611 0.23303 -0.42295
H 0.28066 0.49106 4.02565
H -0.07931 1.96539 6.15289
H -0.87098 5.46064 3.65953
H -0.44628 4.25529 1.35634
H 2.01107 -0.25776 3.07714
H 3.94107 3.11218 1.87253
H 5.09346 1.17101 2.42257
H 3.08711 2.85131 4.15355
H 0.76643 -0.20543 -1.20006
H 0.73661 1.57231 -1.80938
H 3.64583 0.78313 -1.65822
H 2.62547 1.04074 -3.15683
H 3.18653 -1.67824 -1.47186
H 1.73664 -1.55918 -2.59265
H 4.40105 -0.48353 -3.79887
H 4.25908 -2.37409 -3.57447
H 3.53204 -2.16663 -7.16758
H 0.86756 3.41750 -0.37482
H 1.99109 3.56260 1.05722
H 4.01055 2.71647 -0.79889
H 3.51064 4.45708 -0.40331
H 4.83256 3.08230 -3.33169
H 4.12557 3.58002 -5.85958
H 1.67351 4.57622 -6.50340
H -0.04083 5.15092 -4.49875
H 0.61434 4.67363 -2.03142
H -5.60084 -1.45733 1.83865
H -5.21270 -1.22524 3.70028
H -7.80808 -0.76943 2.33653
H -7.05109 0.89985 2.40811
H -7.31122 0.02808 4.00450
C -2.13531 -2.39819 -3.67089
O -2.01276 -3.45694 -2.73142
H -2.99054 -1.78005 -3.39455
H -1.22891 -1.78760 -3.65909
H -2.29444 -2.80889 -4.67092
H -1.25043 -3.98698 -2.99845
C -6.35642 -4.20949 4.35584
O -6.53752 -3.69481 3.04460
H -5.66353 -3.56276 4.89499
H -7.31515 -4.22866 4.88018
H -5.94063 -5.21880 4.30175
H -7.15311 -4.28355 2.58963
C 2.97477 -5.59613 0.19146
O 2.74378 -4.40639 -0.54740
H 3.49669 -6.31038 -0.44603
H 3.59212 -5.37339 1.06545
H 2.02048 -6.02467 0.50826
H 2.28159 -3.79240 0.03859
```

LUMO	-0.275	eV
maximum force	5.070	eV/A
total charge	0
SMILES	CCOP(=O)(CC[C@@]1(c2ccncc2)C(=O)N[C@](ON=O)([PH2]=N)[C@]1(CCCCS(=O)(=O)O)CCc1ccccc1)OCC.CO.CO.CO
frontier orbital gap	8.366	eV

[2]
A structure of composition C25H20AuN2STe, computed with the ωB97M-V functional and the def2-TZVPD basis.

Structure (XYZ):
```
50
C25H20AuN2STe | the Open Molecules 2025 dataset | the ωB97M-V functional and the def2-TZVPD basis
Au 0.03443 0.49928 -0.26328
N 0.14847 -0.33636 1.69804
C -1.02704 -1.15154 1.91144
C -1.89011 -0.90219 2.95796
C -3.03467 -1.67968 3.07899
C -3.29280 -2.66721 2.14438
C -2.41199 -2.89390 1.09495
C -1.24578 -2.14697 0.96160
C -0.26434 -2.41903 -0.12922
C -0.07708 -3.76147 -0.47562
C 0.74508 -4.14157 -1.52171
C 1.40426 -3.17209 -2.25393
C 1.26372 -1.83043 -1.91938
C 0.46247 -1.45746 -0.86149
H 0.27324 0.37467 2.41232
H 0.98364 -0.92119 1.68250
H -1.66804 -0.12592 3.68135
H -3.71932 -1.50527 3.89771
H -4.19106 -3.26432 2.22470
H -2.64207 -3.65381 0.36037
H -0.58046 -4.52082 0.10810
H 0.87176 -5.18972 -1.75550
H 2.04426 -3.44238 -3.08291
H 1.81852 -1.10595 -2.49429
S 0.28870 1.47318 -2.33611
C 1.90782 1.14160 -2.65427
N 3.01854 0.91683 -2.87092
Te -1.92089 2.30075 0.59235
C -2.24710 3.74935 -0.89825
C -2.40066 3.42812 -2.24026
C -2.63186 4.44104 -3.15799
C -2.70058 5.76204 -2.73682
C -2.55170 6.07505 -1.39426
C -2.33215 5.06766 -0.46566
C -3.32877 0.83329 0.01706
C -3.20414 0.09984 -1.16019
C -4.17080 -0.83939 -1.48666
C -5.25431 -1.04665 -0.64425
C -5.37289 -0.31752 0.52925
C -4.40982 0.62333 0.86590
H -2.36588 2.40278 -2.58079
H -2.75630 4.19601 -4.20419
H -2.87699 6.54892 -3.45760
H -2.61380 7.10271 -1.06297
H -2.22997 5.31674 0.58322
H -2.36944 0.25089 -1.83313
H -4.07698 -1.40488 -2.40441
H -6.00998 -1.77517 -0.90668
H -6.22048 -0.47280 1.18373
H -4.51577 1.19910 1.77670
```

LUMO	-4.548	eV
maximum force	0.308	eV/A
total charge	+1
frontier orbital gap	7.148	eV

[3]
A structure of composition C5H15N2 at a distorted geometry, computed with the ωB97M-V functional and the def2-TZVPD basis.

Structure (XYZ):
```
22
C5H15N2 | the Open Molecules 2025 dataset | the ωB97M-V functional and the def2-TZVPD basis
C 3.86854 0.37452 0.74167
C 0.16904 -1.50113 0.41715
C 0.03328 -0.66238 -0.58463
C -1.92383 0.81361 -0.83741
N -2.95106 0.71833 0.12242
C -3.16556 -0.59801 0.73171
N 3.58342 0.86460 -0.59698
H 4.65752 0.92127 1.24712
H 4.06965 -0.71009 0.68911
H 0.00433 -1.25142 1.45685
H 0.54722 -2.47243 0.08954
H -1.01423 0.14990 -0.45301
H -0.20583 -1.05640 -1.56671
H -1.54406 1.83220 -0.92989
H -2.25594 0.46266 -1.81954
H -3.83563 1.13504 -0.12526
H -3.88392 -0.45639 1.53267
H -3.46792 -1.36373 0.01164
H -2.23445 -0.89941 1.20186
H 2.81263 0.38550 -1.02132
H 2.93489 0.29788 1.31384
H 4.34209 1.08281 -1.21415
```

LUMO	-7.172	eV
maximum force	3.260	eV/A
total charge	+1
frontier orbital gap	4.215	eV

[4]
A structure of composition C28H43BrN10O5S2Tm at a distorted geometry, computed with the ωB97M-V functional and the def2-TZVPD basis.

Structure (XYZ):
```
90
C28H43BrN10O5S2Tm | the Open Molecules 2025 dataset | the ωB97M-V functional and the def2-TZVPD basis
Tm 0.21743 0.75915 -0.42901
O 3.36159 2.20273 -0.82540
C 4.44730 1.67892 -0.19690
C 5.70952 2.18698 -0.45646
C 6.80755 1.66362 0.21263
C 6.65165 0.65041 1.14963
C 5.38320 0.14209 1.39543
C 4.27577 0.63632 0.71874
C 2.91792 -0.00492 0.89648
O 1.82362 0.85411 0.92016
N 2.76703 -0.94750 -0.24564
N 1.53115 -1.33752 -0.60089
C 1.36260 -2.43441 -1.22299
C 0.06454 -2.87084 -1.72132
Br -1.27757 -1.50718 -1.84606
C -0.28064 -4.08167 -2.14499
C 0.54079 -5.30164 -2.05459
C 1.40195 -5.55494 -0.98471
C 2.17006 -6.70941 -0.95951
C 2.08299 -7.62943 -1.99598
C 1.19980 -7.40554 -3.04533
C 0.42438 -6.25847 -3.06578
H 2.62020 1.98639 -0.22204
H 5.81041 2.98598 -1.18241
H 7.79438 2.06366 0.01303
H 7.50964 0.25471 1.67885
H 5.24884 -0.65762 2.11884
H 2.94096 -0.60626 1.81392
H 3.52150 -1.61146 -0.36060
H 2.20279 -3.09763 -1.41950
H -1.24885 -4.19141 -2.62512
H 1.43336 -4.86831 -0.14461
H 2.82979 -6.89775 -0.12084
H 2.68704 -8.52755 -1.97651
H 1.11418 -8.13004 -3.84652
H -0.27259 -6.08950 -3.88005
C -4.21806 1.03061 -3.44806
N -3.04182 1.72712 -2.93854
C -1.84349 1.61964 -3.75835
C -2.95250 2.09991 -1.62620
N -1.86164 1.88071 -0.93175
N -4.05981 2.70536 -1.11324
C -4.92935 3.54030 -1.94211
C -4.19944 2.91480 0.31799
H -3.95298 0.00339 -3.71924
H -4.61779 1.52426 -4.33647
H -4.99426 0.99426 -2.68857
H -2.14133 1.70946 -4.80302
H -1.31647 0.67342 -3.63688
H -1.17234 2.44273 -3.53379
H -1.84228 2.48813 -0.11315
H -4.50763 3.65425 -2.93633
H -5.01238 4.52977 -1.48925
H -5.93308 3.11807 -2.02670
H -3.80915 3.88942 0.62732
H -3.67620 2.14062 0.87520
H -5.25739 2.87258 0.57993
C 1.67916 0.30558 4.58206
N 0.92471 0.92422 3.50701
C -0.39266 1.06012 3.50220
S -1.16836 1.73964 2.12864
N -1.07023 0.67489 4.58705
C -2.50898 0.77191 4.77858
H 2.73645 0.40149 4.35564
H 1.43934 -0.75640 4.68733
H 1.49797 0.81369 5.53116
H 1.36537 1.05814 2.60668
H -0.55282 0.19212 5.30196
H -2.90580 1.54599 4.13062
H -2.71473 1.03698 5.81396
H -3.00121 -0.17442 4.54786
S -0.52123 -1.75903 1.66471
C -2.17688 -2.01721 1.35940
N -2.64300 -3.25530 1.14189
C -4.03156 -3.57042 0.81088
C -4.94194 -2.52594 1.42949
C -4.46895 -1.14858 1.00122
N -3.04692 -1.00381 1.30422
H -1.94802 -3.98196 1.13042
H -4.26221 -4.56146 1.19637
H -4.16586 -3.59121 -0.27432
H -4.89846 -2.60459 2.51769
H -5.97084 -2.69037 1.11396
H -5.01248 -0.36746 1.53099
H -4.64065 -1.01062 -0.07130
H -2.66781 -0.09912 1.56013
O 1.42828 2.63873 -3.35226
N 1.07761 2.04289 -2.38443
O 1.00054 0.74577 -2.34654
O 0.70121 2.62037 -1.29742
```

LUMO (spin up / spin down)	-2.440 / -2.438	eV
2S+1	3
maximum force	5.453	eV/A
total charge	+1
frontier orbital gap (spin up / spin down)	7.879 / 7.881	eV

[5]
A cluster of 2 separate species, C12H16N2O in total at a distorted geometry, computed with the ωB97M-V functional and the def2-TZVPD basis.

Structure (XYZ):
```
31
C12H16N2O | the Open Molecules 2025 dataset | the ωB97M-V functional and the def2-TZVPD basis
C 1.33390 -0.76950 3.27046
C 0.60662 -1.15590 2.01904
C -0.40084 -2.03979 1.82510
N -0.66113 -2.18394 0.45316
C 0.32068 -1.48798 -0.22516
C 0.67312 -1.62836 -1.56470
C 1.67718 -0.77180 -1.95619
C 2.28379 0.17223 -1.11376
C 2.04793 0.12614 0.25861
C 1.00236 -0.68124 0.69086
H 2.22531 -0.17708 3.05986
H 1.46830 -1.67328 3.85446
H 0.81870 0.01944 3.83633
H -1.13070 -2.50859 2.46671
H -1.01706 -3.01362 0.00923
H 0.10927 -2.28245 -2.21364
H 1.95623 -0.56582 -2.98623
H 2.77369 1.06178 -1.48399
H 2.65167 0.74633 0.90598
C -3.16693 0.93127 -0.60510
C -1.67209 0.78631 -0.88686
C -0.95135 2.11191 -0.88248
N -1.10537 2.89735 0.22091
O -0.40613 2.53846 -1.88603
H -3.71797 0.02317 -0.84657
H -3.62818 1.70577 -1.22483
H -3.34980 1.21896 0.43002
H -1.20598 0.21709 -0.10169
H -1.50837 0.28991 -1.83532
H -0.97847 3.89094 0.17906
H -1.67986 2.56062 0.97261
```

LUMO	0.748	eV
maximum force	2.033	eV/A
total charge	0
SMILES	Cc1c[nH]c2ccccc12.CCC(N)=O
frontier orbital gap	8.706	eV

[6]
A cluster of 5 separate species, C29H68NO2 in total, computed with the ωB97M-V functional and the def2-TZVPD basis.

Structure (XYZ):
```
100
C29H68NO2 | the Open Molecules 2025 dataset | the ωB97M-V functional and the def2-TZVPD basis
C -1.59675 -2.04463 -4.36217
C -2.57878 -2.20198 -5.47471
O -2.76281 -3.21555 -6.08231
O -3.44508 -1.17933 -5.72688
C -3.72763 -0.16409 -4.75265
C -4.65670 -0.71153 -3.66861
C -5.84968 -1.49565 -4.20477
N -5.46427 -2.78585 -4.90143
H -2.10717 -2.39404 -3.45922
H -1.25529 -1.03162 -4.16499
H -0.74540 -2.70074 -4.53106
H -4.22532 0.62587 -5.31563
H -2.81794 0.26092 -4.32707
H -5.07335 0.14867 -3.13577
H -4.12355 -1.30563 -2.91714
H -6.51019 -1.78992 -3.38927
H -6.43206 -0.91194 -4.91837
H -4.72161 -3.28163 -4.39940
H -6.26277 -3.41868 -4.96873
H -5.09394 -2.61147 -5.84427
C -1.71617 2.91721 -2.42633
C -0.55405 2.03872 -2.87521
C -0.44854 0.72654 -2.09956
C -0.21051 0.87451 -0.59634
C 1.04753 1.65945 -0.22963
C 2.33490 1.01856 -0.73586
H -1.61833 3.21168 -1.38114
H -1.77377 3.83048 -3.01846
H -2.67004 2.38952 -2.53071
H 0.38204 2.59538 -2.79213
H -0.66682 1.80983 -3.94109
H 0.34699 0.11538 -2.53712
H -1.38179 0.16298 -2.24308
H -0.14470 -0.12603 -0.15559
H -1.07908 1.35065 -0.13276
H 1.09248 1.74438 0.85877
H 0.97196 2.68363 -0.60581
H 2.44688 0.00878 -0.33397
H 3.20554 1.59675 -0.42347
H 2.35967 0.95346 -1.82525
C 3.51827 4.86822 0.32055
C 4.28819 4.04482 1.34734
C 3.43787 3.60506 2.53846
C 2.85990 4.74710 3.37569
C 3.90147 5.70643 3.94989
C 4.89391 5.03334 4.89191
H 3.13527 5.79456 0.75124
H 4.15221 5.13850 -0.52484
H 2.66540 4.30459 -0.06681
H 5.15484 4.61236 1.69651
H 4.69244 3.15279 0.85967
H 4.03603 2.95152 3.17929
H 2.60990 2.98773 2.17116
H 2.28563 4.31360 4.20099
H 2.14228 5.31516 2.77699
H 3.37979 6.50268 4.48660
H 4.44412 6.19810 3.13745
H 4.37600 4.56400 5.73147
H 5.60153 5.75578 5.29946
H 5.47359 4.26017 4.38459
C -6.70554 -3.74093 -1.35301
C -5.32178 -4.30832 -1.65284
C -4.50711 -4.65927 -0.40535
C -4.21802 -3.47723 0.52608
C -3.54589 -2.30475 -0.17998
C -2.20118 -2.64787 -0.81014
H -6.64795 -2.81432 -0.77964
H -7.26436 -3.52903 -2.26899
H -7.29468 -4.45225 -0.77335
H -4.75432 -3.58576 -2.26233
H -5.42271 -5.20986 -2.26386
H -3.56739 -5.11714 -0.72284
H -5.03827 -5.43035 0.15855
H -3.58893 -3.82403 1.34957
H -5.14642 -3.12740 0.98398
H -3.41961 -1.47428 0.51782
H -4.22401 -1.93484 -0.95983
H -1.46851 -2.96145 -0.06531
H -1.79341 -1.77524 -1.32353
H -2.29564 -3.45681 -1.53930
C 4.97555 -0.03501 1.91724
C 3.80912 -0.73193 2.61008
C 3.62656 -0.31234 4.06839
C 4.81823 -0.61743 4.97791
C 5.23439 -2.08704 5.01852
C 4.14303 -3.01616 5.53878
H 5.92924 -0.27050 2.39082
H 5.04824 -0.33924 0.87135
H 4.84010 1.04854 1.93795
H 3.93849 -1.81616 2.54439
H 2.88419 -0.50409 2.07009
H 2.72859 -0.79273 4.46684
H 3.43147 0.76459 4.10292
H 4.57036 -0.29092 5.99279
H 5.67643 -0.01332 4.67125
H 6.11730 -2.17889 5.65570
H 5.54839 -2.41367 4.02278
H 3.83763 -2.73036 6.54775
H 4.49037 -4.04920 5.57653
H 3.25549 -2.99257 4.90371
```

LUMO	-2.886	eV
maximum force	0.597	eV/A
total charge	+1
frontier orbital gap	9.250	eV

[7]
The molecule C11H26BN3O3 at a distorted geometry, computed with the ωB97M-V functional and the def2-TZVPD basis.

Structure (XYZ):
```
44
C11H26BN3O3 | the Open Molecules 2025 dataset | the ωB97M-V functional and the def2-TZVPD basis
C -3.91771 -3.58992 -2.15487
C -2.50991 -3.76949 -1.60725
C -2.37811 -3.25600 -0.19490
C -2.76397 -1.78789 -0.15378
C -1.80261 -0.85584 -0.86683
N -0.43467 -0.96692 -0.33988
C 0.24598 0.18063 -0.00706
O -0.34685 1.20614 0.19306
C 1.76163 0.18946 -0.02145
N 2.20844 1.03915 -1.10772
C 2.26372 0.59776 1.37570
C 2.06786 2.13832 1.68356
C 2.73780 2.60354 2.98181
C 2.81404 4.13393 3.16822
N 3.68542 4.74437 2.16465
B -1.65715 -0.83236 -2.47679
O -2.72654 -1.29263 -3.22598
O -0.59239 -0.18546 -3.06535
H -4.67154 -3.88839 -1.38488
H -4.11024 -4.23045 -3.03009
H -4.09356 -2.55378 -2.40909
H -2.18245 -4.83444 -1.67015
H -1.80618 -3.23415 -2.26774
H -1.34610 -3.39760 0.22858
H -3.07168 -3.83698 0.39858
H -2.78542 -1.50904 0.90614
H -3.77237 -1.66974 -0.55483
H -2.16214 0.17972 -0.76367
H 0.12314 -1.71203 -0.75163
H 2.11083 -0.82076 -0.21421
H 3.19067 1.27468 -1.00832
H 1.73094 1.92997 -1.07612
H 3.34422 0.39560 1.45117
H 1.77780 -0.02421 2.15690
H 2.49503 2.67359 0.83068
H 0.99517 2.38986 1.67599
H 2.27739 2.12669 3.84937
H 3.78542 2.27594 2.97537
H 1.79908 4.55494 3.15654
H 3.19775 4.38264 4.17988
H 3.33359 4.46168 1.27499
H 3.62635 5.75637 2.24331
H -2.47063 -1.12750 -4.14885
H 0.02996 0.14061 -2.39305
```

LUMO	0.576	eV
maximum force	2.033	eV/A
total charge	0
SMILES	CCCC[C@@H](NC(=O)[C@@H](N)CCCCN)B(O)O
frontier orbital gap	9.908	eV

Q: Look up the total charge of the fourth one.
A: +1

Q: Among the records above, which one has the lowest maximum force?
A: C25H20AuN2STe